Run A
This record from OMol25 describes a structure of composition C20H15AuN4O2. The level of theory is ωB97M-V with the def2-TZVPD basis set.

Cartesian coordinates (Å):
Au (-0.745, 0.971, -0.273)
O (0.906, -1.246, -4.243)
C (2.213, -1.196, -3.926)
C (3.100, -1.959, -4.688)
C (4.449, -1.947, -4.401)
C (4.944, -1.178, -3.350)
C (4.066, -0.424, -2.598)
C (2.696, -0.412, -2.870)
C (1.756, 0.410, -2.061)
O (0.524, 0.386, -2.349)
N (2.302, 1.123, -1.075)
N (1.355, 1.735, -0.322)
C (1.729, 2.746, 0.366)
C (0.786, 3.477, 1.227)
C (1.257, 4.363, 2.192)
C (0.342, 5.034, 2.982)
C (-1.012, 4.798, 2.789)
C (-1.386, 3.900, 1.801)
N (-0.515, 3.263, 1.029)
H (0.457, -0.648, -3.597)
H (2.698, -2.552, -5.497)
H (5.126, -2.540, -5.002)
H (6.002, -1.167, -3.126)
H (4.421, 0.186, -1.778)
H (2.763, 3.073, 0.309)
H (2.321, 4.512, 2.315)
H (0.678, 5.728, 3.741)
H (-1.763, 5.301, 3.380)
H (-2.432, 3.689, 1.611)
N (-2.410, -0.154, 0.378)
C (-2.822, -1.071, 0.932)
C (-3.370, -2.209, 1.619)
C (-2.534, -3.271, 1.952)
C (-3.074, -4.364, 2.607)
C (-4.426, -4.390, 2.920)
C (-5.251, -3.325, 2.585)
C (-4.728, -2.224, 1.930)
H (-1.485, -3.236, 1.696)
H (-2.438, -5.197, 2.872)
H (-4.843, -5.248, 3.430)
H (-6.303, -3.351, 2.832)
H (-5.355, -1.386, 1.659)

## Properties
Molecular weight = 540.333 Da
E_HOMO = -0.272 hartree
Total charge = 0

natural (NBO) atomic charge list, values in e, 8 entries:
1 Au 0.74
2 O -0.69
3 C 0.35
4 C -0.29
5 C -0.17
6 C -0.28
7 C -0.15
8 C -0.18


Run B
This record from OMol25 describes a structure of composition C20H15AuN4O2. The level of theory is ωB97M-V with the def2-TZVPD basis set.

Cartesian coordinates (Å):
Au (-0.291, -0.364, 0.281)
O (-3.179, 3.260, 0.134)
C (-2.821, 3.855, 1.286)
C (-3.648, 4.844, 1.817)
C (-3.316, 5.467, 3.002)
C (-2.150, 5.129, 3.674)
C (-1.323, 4.154, 3.158)
C (-1.646, 3.498, 1.972)
C (-0.790, 2.429, 1.446)
O (-0.960, 1.983, 0.272)
N (0.193, 2.007, 2.245)
N (0.752, 0.885, 1.883)
C (1.922, 0.490, 2.255)
C (2.426, -0.722, 1.683)
C (3.588, -1.348, 2.163)
C (4.094, -2.441, 1.498)
C (3.432, -2.902, 0.362)
C (2.276, -2.257, -0.033)
N (1.785, -1.203, 0.601)
H (-2.419, 2.667, -0.111)
H (-4.539, 5.106, 1.267)
H (-3.964, 6.231, 3.405)
H (-1.890, 5.627, 4.595)
H (-0.407, 3.876, 3.653)
H (2.556, 1.071, 2.920)
H (4.066, -0.962, 3.049)
H (4.991, -2.930, 1.850)
H (3.805, -3.741, -0.202)
H (1.723, -2.577, -0.905)
N (-2.157, -0.766, -0.317)
C (-3.270, -0.456, -0.259)
C (-4.642, -0.196, -0.167)
C (-5.302, -0.518, 1.027)
C (-6.661, -0.310, 1.134)
C (-7.373, 0.214, 0.065)
C (-6.722, 0.540, -1.115)
C (-5.362, 0.339, -1.242)
H (-4.734, -0.923, 1.852)
H (-7.167, -0.552, 2.057)
H (-8.437, 0.372, 0.155)
H (-7.280, 0.958, -1.940)
H (-4.846, 0.592, -2.156)

## Properties
Molecular weight = 540.333 Da
E_HOMO = -0.273 hartree
Total charge = 0

natural (NBO) atomic charge list, values in e, 8 entries:
1 Au 0.79
2 O -0.70
3 C 0.35
4 C -0.29
5 C -0.17
6 C -0.27
7 C -0.15
8 C -0.18


Taking the most stable structure as the zero point, the relative energies in hartree are run A 0.0000; run B 0.0091.


Run A
This record from OMol25 describes a structure of composition C16H31NP2PtSe. The level of theory is ωB97M-V with the def2-TZVPD basis set.

Cartesian coordinates (Å):
P (-0.129, -1.836, -1.589)
P (0.100, 1.919, -1.583)
C (-0.452, -0.591, -2.901)
C (0.368, 0.724, -2.958)
H (-1.539, -0.367, -2.899)
H (-0.235, -1.138, -3.835)
H (1.451, 0.505, -3.004)
H (0.085, 1.285, -3.861)
C (-1.525, 2.614, -2.079)
H (-1.855, 3.329, -1.312)
H (-2.274, 1.811, -2.146)
H (-1.435, 3.118, -3.054)
C (1.295, 3.259, -1.900)
H (1.003, 3.821, -2.801)
H (2.304, 2.848, -2.033)
H (1.300, 3.936, -1.038)
C (-1.189, -3.232, -2.086)
H (-1.172, -4.002, -1.302)
H (-0.860, -3.694, -3.034)
H (-2.234, -2.910, -2.195)
C (1.571, -2.362, -1.868)
H (2.262, -1.510, -1.882)
H (1.649, -2.883, -2.837)
H (1.900, -3.044, -1.073)
Pt (0.191, -0.748, 3.058)
C (0.664, 1.986, 1.649)
C (-0.584, 1.411, 1.853)
C (-1.599, 0.828, 0.863)
C (-1.796, -0.666, 0.521)
C (-0.615, -1.573, 0.089)
C (0.606, -1.146, 0.923)
C (1.296, 0.023, 0.287)
C (1.821, 1.172, 1.145)
C (0.222, -2.369, 4.177)
H (0.920, 2.906, 2.178)
H (-1.118, 1.752, 2.755)
H (-1.511, 1.420, -0.059)
H (-2.573, 1.127, 1.280)
H (-2.179, -1.181, 1.430)
H (-2.631, -0.697, -0.209)
H (-0.923, -2.609, 0.362)
H (1.295, -1.989, 1.082)
H (0.506, 0.481, -0.378)
H (2.114, -0.316, -0.370)
H (2.442, 0.761, 1.963)
H (2.481, 1.805, 0.523)
H (1.076, -2.299, 4.872)
H (0.280, -3.280, 3.562)
H (-0.731, -2.328, 4.732)
Se (-0.129, 2.209, 6.937)
C (-0.001, 1.217, 5.498)
N (0.086, 0.503, 4.549)

## Properties
Molecular weight = 573.417 Da
E_HOMO (spin up / spin down) = -0.403 / -0.505 hartree
Multiplicity = 5
Total charge = +2

natural (NBO) atomic charge list, values in e, 8 entries:
1 P 1.61
2 P 1.39
3 C -0.75
4 C -0.77
5 H 0.26
6 H 0.29
7 H 0.26
8 H 0.28


Run B
This record from OMol25 describes a structure of composition C16H31NP2PtSe. The level of theory is ωB97M-V with the def2-TZVPD basis set.

Cartesian coordinates (Å):
P (1.375, 0.699, -1.421)
P (-1.786, -1.349, -0.325)
C (0.274, -1.055, -2.252)
C (-1.225, -1.258, -2.096)
H (0.835, -1.889, -1.798)
H (0.527, -0.964, -3.318)
H (-1.804, -0.408, -2.496)
H (-1.566, -2.186, -2.600)
C (-1.987, -3.163, -0.083)
H (-1.817, -3.502, 0.952)
H (-1.264, -3.677, -0.741)
H (-3.003, -3.463, -0.381)
C (-3.425, -0.528, -0.236)
H (-4.158, -1.019, -0.890)
H (-3.282, 0.487, -0.635)
H (-3.784, -0.423, 0.805)
C (2.898, 0.021, -2.165)
H (3.696, 0.739, -1.920)
H (2.838, -0.058, -3.263)
H (3.200, -0.960, -1.780)
C (0.544, 1.797, -2.658)
H (-0.527, 1.923, -2.470)
H (0.734, 1.401, -3.661)
H (1.066, 2.775, -2.487)
Pt (2.051, 2.664, -0.516)
C (-1.513, -1.312, 2.148)
C (-0.283, -1.876, 2.396)
C (0.662, -2.430, 1.394)
C (1.414, -1.268, 0.736)
C (0.558, -0.150, 0.262)
C (-0.921, 0.067, 0.126)
C (-1.342, 1.021, 1.271)
C (-1.664, 0.172, 2.481)
C (2.582, 4.546, 0.029)
H (-2.427, -1.860, 2.425)
H (0.038, -1.836, 3.458)
H (0.193, -3.095, 0.656)
H (1.422, -3.034, 1.906)
H (2.051, -0.796, 1.507)
H (2.122, -1.679, -0.008)
H (0.860, 0.699, 0.903)
H (-1.146, 0.709, -0.760)
H (-2.162, 1.694, 0.989)
H (-0.489, 1.696, 1.485)
H (-0.991, 0.464, 3.313)
H (-2.687, 0.403, 2.794)
H (1.873, 5.117, 0.660)
H (2.897, 5.117, -0.851)
H (3.454, 4.250, 0.656)
Se (1.587, 1.694, 4.282)
C (1.699, 2.413, 2.670)
N (1.801, 2.670, 1.507)

## Properties
Molecular weight = 573.417 Da
E_HOMO (spin up / spin down) = -0.481 / -0.542 hartree
Multiplicity = 5
Total charge = +2

natural (NBO) atomic charge list, values in e, 8 entries:
1 P 0.96
2 P 1.60
3 C -0.56
4 C -0.76
5 H 0.20
6 H 0.23
7 H 0.24
8 H 0.27


Taking the most stable structure as the zero point, the relative energies in hartree are run A 0.0000; run B 0.1054.